{
  "formula": "H35O17",
  "method": "ωB97M-V/def2-TZVPD",
  "max_force_ev_per_a": 5.090,
  "de_lowest_kj_mol": 573.33,
  "molar_mass_da": 307.3,
  "gap_ev": 9.916,
  "e_lumo_ha": -0.1116,
  "charge": 1,
  "species": ["O", "O", "O", "O", "O", "O", "O", "O", "O", "O", "O", "O", "O", "O", "O", "O", "O", "H", "H", "H", "H", "H", "H", "H", "H", "H", "H", "H", "H", "H", "H", "H", "H", "H", "H", "H", "H", "H", "H", "H", "H", "H", "H", "H", "H", "H", "H", "H", "H", "H", "H", "H"],
  "coordinates": [[-1.588, 0.832, -3.919], [-2.319, 1.957, 0.699], [1.897, -1.895, 0.123], [0.492, -3.910, -0.581], [-0.382, -0.421, 1.024], [0.074, -2.824, -3.129], [-2.608, -0.284, -1.048], [1.996, -3.613, 2.066], [4.241, -0.074, -1.029], [-0.815, 2.028, -1.980], [1.837, 2.905, -2.240], [-0.711, -3.245, 3.854], [-2.823, 3.667, -1.395], [-1.981, -2.752, -0.692], [3.403, 0.993, 3.451], [-0.145, 3.997, 1.037], [-0.120, 2.566, 4.838], [3.754, 1.794, 3.009], [2.171, 2.911, -1.327], [-0.628, 1.145, -1.696], [-0.361, -2.390, 3.621], [-1.150, -0.416, 0.389], [-2.752, -2.114, -1.041], [-0.086, -2.958, -4.106], [-1.993, 1.599, -4.141], [-3.049, 2.733, -1.723], [1.134, -2.593, -0.413], [1.930, -2.450, 0.967], [2.864, -3.741, 2.437], [2.556, 1.014, 3.882], [-1.967, -0.896, -1.525], [1.380, -3.772, 2.857], [0.603, 3.746, 0.502], [-0.459, -3.545, -0.788], [-0.672, 0.981, -4.015], [2.616, 2.946, -2.877], [-0.356, 2.806, -1.749], [0.737, -4.072, -1.482], [-2.365, 1.570, 1.650], [-0.277, 0.432, 1.429], [-0.641, 3.181, 1.139], [-0.993, 2.312, 4.600], [-2.440, 4.271, -2.058], [4.061, -0.160, -0.123], [0.049, 3.473, 4.609], [-2.833, 0.224, -1.796], [-2.454, -3.565, -0.815], [5.068, -0.051, -1.472], [1.203, -1.257, 0.297], [-3.154, 1.823, 0.144], [-1.606, -3.000, 3.824], [-0.338, -1.908, -3.287]],
  "atomic_forces_ev_per_a": [[-0.072, -5.083, 0.271], [-0.613, -1.007, 1.579], [-1.659, -1.753, -1.250], [-2.374, 2.182, -0.091], [-0.360, -1.381, -1.160], [-1.712, 2.561, -2.886], [1.794, -2.460, -0.220], [-1.646, -0.140, 1.679], [-2.440, 0.392, -2.529], [-2.089, -0.342, -1.344], [1.242, 0.124, -0.842], [1.629, -0.231, -0.124], [-1.049, -1.104, -0.052], [-2.646, 2.065, -1.160], [1.528, -0.606, -0.954], [0.117, 0.113, 0.346], [1.450, -0.781, 0.490], [-1.242, -0.493, 0.939], [0.378, -0.036, -0.773], [1.117, 0.287, 0.842], [0.893, 0.577, -0.098], [0.804, 0.653, 1.153], [2.257, -1.692, 1.479], [0.821, -1.311, 1.101], [-1.856, 3.707, -0.967], [1.177, 2.814, -0.138], [1.730, -0.664, 0.748], [0.305, -0.167, 0.308], [0.735, -0.110, 0.168], [-0.362, 1.126, 0.002], [-0.686, 1.220, 0.891], [0.902, 0.310, -1.770], [0.373, 0.061, -0.216], [1.788, -0.688, 0.874], [1.488, 0.536, -0.014], [-1.371, -0.034, 1.647], [1.460, 0.334, 1.155], [0.734, -0.558, -1.160], [-0.951, 0.825, -2.772], [-0.232, 0.719, -0.101], [-0.544, -0.026, -0.270], [-1.105, 0.210, -0.291], [-0.473, -1.101, -0.025], [1.145, -0.237, 1.684], [-0.317, 0.539, -0.274], [-0.736, 1.655, -1.471], [-0.198, -1.286, 0.130], [1.304, -0.121, 0.860], [-0.620, 1.720, 0.817], [1.660, 0.148, 2.061], [-2.374, -0.261, 0.136], [0.899, -1.207, 1.594]],
  "mulliken_charge": [-0.55, -0.53, -0.49, -0.65, -0.58, -0.57, -0.75, -0.62, -0.59, -0.25, -0.56, -0.60, -0.60, -0.64, -0.64, -0.59, -0.61, 0.31, 0.29, 0.16, 0.31, 0.39, 0.40, 0.31, 0.24, 0.29, 0.55, 0.56, 0.32, 0.32, 0.16, 0.32, 0.27, 0.41, 0.32, 0.29, 0.14, 0.37, 0.26, 0.21, 0.31, 0.29, 0.28, 0.31, 0.33, 0.36, 0.30, 0.29, 0.36, 0.22, 0.29, 0.27]
}

{
  "formula": "C2H8N4O2",
  "method": "ωB97M-V/def2-TZVPD",
  "max_force_ev_per_a": 4.509,
  "de_lowest_kj_mol": 287.07,
  "molar_mass_da": 120.1,
  "gap_ev": 9.429,
  "e_lumo_ha": 0.0254,
  "species": ["O", "O", "N", "N", "N", "N", "C", "C", "H", "H", "H", "H", "H", "H", "H", "H"],
  "coordinates": [[1.026, -1.406, -1.419], [2.578, -0.529, -0.043], [0.497, 0.416, -0.103], [-1.609, -0.351, -0.971], [0.937, 1.395, 0.827], [-1.479, 0.554, 1.181], [1.403, -0.615, -0.363], [-0.820, -0.178, 0.183], [-1.122, -0.826, -1.720], [-2.409, 0.218, 1.380], [1.778, -1.971, -1.647], [-0.360, -1.280, 0.482], [0.855, 2.307, 0.384], [1.920, 1.189, 1.014], [-0.900, 0.714, 1.995], [-2.294, 0.363, -1.180]],
  "atomic_forces_ev_per_a": [[-0.557, -0.122, 1.067], [-0.850, -0.879, 0.547], [0.441, -0.366, -0.097], [-0.690, -0.456, 0.180], [0.503, -0.162, 0.235], [-0.352, 0.374, 0.118], [2.547, 2.899, -2.332], [1.209, -3.120, 0.396], [-0.390, 0.390, -0.005], [0.176, -0.196, 0.103], [0.044, 0.092, 0.256], [-2.322, 1.654, -0.046], [0.171, -0.270, -0.016], [-0.210, 0.168, -0.088], [-0.250, -0.004, -0.137], [0.528, -0.001, -0.181]],
  "mulliken_charge": [-0.44, -0.62, 0.21, -0.55, -0.70, -0.63, 0.47, 0.25, 0.20, 0.23, 0.34, 0.31, 0.20, 0.27, 0.23, 0.22]
}

{
  "formula": "C2H9N3O",
  "method": "ωB97M-V/def2-TZVPD",
  "max_force_ev_per_a": 3.763,
  "de_lowest_kj_mol": 113.15,
  "molar_mass_da": 91.1,
  "gap_ev": 9.799,
  "e_lumo_ha": 0.0263,
  "species": ["O", "N", "N", "N", "C", "C", "H", "H", "H", "H", "H", "H", "H", "H", "H"],
  "coordinates": [[2.644, 0.831, 2.134], [0.391, -0.103, -2.127], [-1.313, 0.100, -0.500], [0.912, 0.491, -0.016], [-1.818, -0.626, 0.684], [0.022, 0.173, -0.828], [-1.602, -1.723, 0.485], [-2.001, 0.143, -1.217], [1.163, 0.201, -2.577], [1.870, 0.603, 1.579], [-2.867, -0.577, 0.903], [-1.192, -0.289, 1.559], [2.136, 1.144, 2.951], [1.823, 0.358, -0.410], [-0.168, -0.727, -2.621]],
  "atomic_forces_ev_per_a": [[-1.651, 0.559, 2.005], [-3.504, -0.772, 1.134], [-1.122, -0.092, 0.502], [0.646, 0.589, 2.585], [3.033, -1.246, 0.226], [-0.034, -0.236, -1.257], [-0.229, 0.986, 0.663], [0.112, 0.044, -0.796], [2.850, 1.295, -0.976], [0.261, 0.106, -0.284], [-0.414, 0.760, -0.314], [-0.916, -0.491, -0.755], [1.453, -0.548, -1.510], [0.480, -0.028, -0.216], [-0.964, -0.925, -1.006]],
  "mulliken_charge": [-0.69, -0.42, -0.26, -0.64, -0.77, 0.43, 0.25, 0.25, 0.16, 0.47, 0.33, 0.24, 0.32, 0.16, 0.17]
}